ORCA calculation (wB97M-V/def2-TZVPD) on a molecular structure, C8H12F4N2Si.

```
27
Properties=species:S:1:pos:R:3:forces:R:3:lowdin_charge:R:1
C 2.01123 -3.00832 0.18368 4.32 -1.74 2.71 -0.06
C 1.00749 -2.19798 -0.28881 -5.19 4.08 -2.87 0.02
C 2.62221 -1.01913 0.56845 1.18 4.31 1.42 -0.13
C -1.32275 1.10208 1.74767 1.17 0.49 -2.23 -0.16
C -2.21808 -1.15926 -0.22470 2.94 0.62 2.66 -0.17
C -1.86252 1.95609 -1.28379 1.09 -1.60 -0.12 -0.17
C 0.72164 0.24547 -0.41734 -0.30 0.31 0.47 -0.22
C 1.52295 1.50947 -0.09124 -0.01 -0.41 -0.45 -0.64
N 2.95442 -2.24229 0.78517 0.25 -4.83 -0.73 0.10
N 1.39731 -0.90022 -0.00423 -2.77 1.31 -1.20 -0.04
F 1.04454 0.38625 -2.13652 -0.57 -0.26 0.27 -0.26
F 2.73406 1.45205 -0.66023 0.40 0.22 0.59 0.13
F 0.94769 2.61631 -0.53455 -0.55 0.26 -0.28 0.15
F 1.67316 1.71621 1.24778 0.31 -0.36 0.01 0.11
Si -1.24624 0.57128 -0.08507 0.38 -0.95 -1.20 0.73
H 2.10333 -4.08878 0.16219 -0.16 0.28 0.03 0.12
H 0.00309 -2.15329 -0.85200 2.03 -1.24 0.93 0.15
H 3.11128 -0.09864 0.98377 -0.27 -1.47 -0.55 0.16
H -2.26735 0.80443 2.05501 -1.95 -0.39 0.90 -0.01
H -0.58543 0.49695 2.26143 0.28 0.46 0.42 0.03
H -1.23572 2.20675 1.77734 0.34 -0.76 0.46 0.05
H -3.22281 -1.07915 0.07589 -1.30 0.40 0.82 0.00
H -2.27197 -1.75725 -1.06760 0.32 -0.63 -2.34 -0.01
H -1.66657 -1.86486 0.51514 -1.06 1.18 -0.70 0.05
H -1.22748 2.05329 -2.18173 0.65 0.47 0.95 0.04
H -2.70375 1.60441 -1.84303 -1.41 -0.11 0.42 0.01
H -2.02372 2.84813 -0.69265 -0.12 0.35 -0.41 0.02
```
Forces are in eV/Å.

As for the multiplicity: 3. The value obtained for the highest occupied orbital energy (alpha / beta) is -5.6446 / -10.4102 eV. The lowest unoccupied orbital energy (alpha / beta) is 0.0220 / -0.1184 Eh.

ORCA calculation (wB97M-V/def2-TZVPD) on 2 unconnected molecules or ions with the total composition C2H4NO2.

```
9
Properties=species:S:1:pos:R:3:forces:R:3:lowdin_charge:R:1
C -1.54571 0.05268 -0.22796 0.92 -1.87 -1.25 -0.64
C -0.46347 -0.71825 0.11697 2.65 -1.02 1.52 -0.16
N 2.04298 0.55738 -0.36868 -0.06 0.14 2.93 -0.06
O 2.59756 -0.06062 0.56626 -1.47 2.19 -2.38 -0.21
O -2.19252 0.84047 0.44027 -1.22 1.99 1.66 -0.15
H -1.86988 -0.11629 -1.24174 -0.46 -0.16 -1.43 0.05
H -0.09261 -0.49671 1.18809 -0.35 -0.74 -1.66 0.03
H 0.08136 -1.56661 -0.48970 -1.43 2.04 1.06 0.03
H 1.44230 1.50795 0.01648 1.42 -2.58 -0.46 0.10
```
Forces are in eV/Å.

The value obtained for the highest occupied orbital energy (alpha / beta) is -2.4049 / -2.4040 eV. The lowest unoccupied orbital energy (alpha / beta) is 0.1373 / 0.1373 Eh. As for the energy above the lowest of the compared OMol25 structures with the same formula, charge and spin: 509.06 kJ/mol. The charge is -1.

ORCA calculation (wB97M-V/def2-TZVPD) on a molecular structure, C40H34HfIN7O3S.

```
87
Properties=species:S:1:pos:R:3:forces:R:3:lowdin_charge:R:1
Hf -0.50643 -1.04630 0.46370 1.33 0.50 -0.27 1.55
C 0.76984 -5.33191 -0.36325 0.01 -0.03 0.01 0.00
C 0.92746 -4.76770 1.01809 0.13 -0.10 -0.02 -0.27
N 1.80910 -5.32447 1.82897 0.01 0.12 0.17 0.15
C 1.97509 -4.84039 3.07212 0.09 -0.13 -0.25 -0.06
C 1.24497 -3.79418 3.58020 0.04 -0.06 0.14 -0.16
C 1.49859 -3.27494 4.96541 -0.01 0.10 -0.07 -0.17
O 1.55303 -1.84483 4.86818 0.00 -0.03 0.05 -0.06
C 0.29899 -3.18594 2.74000 -0.26 0.25 0.34 -0.09
C -0.67549 -2.23349 3.29289 0.00 -0.38 -0.02 -0.02
N -1.29421 -1.38026 2.57239 -0.25 0.31 0.11 -0.05
C -2.38472 -0.62439 3.11698 0.26 -0.12 -0.12 -0.34
C -2.29767 0.00407 4.34787 0.00 0.08 0.09 -0.02
C -3.36877 0.75447 4.80868 -0.02 0.01 0.00 -0.04
C -4.51591 0.88512 4.03785 0.01 -0.02 -0.02 -0.04
C -4.60777 0.25694 2.80112 0.03 0.04 0.10 -0.11
C -3.53609 -0.49350 2.35032 -0.10 0.05 0.03 -0.61
I -3.67931 -1.54693 0.55873 -0.07 -0.08 -0.12 1.17
C 0.16418 -3.64882 1.42851 -0.45 0.09 -0.37 -0.30
O -0.63979 -3.03981 0.54009 0.12 -0.89 0.26 -0.29
H 1.70194 -5.79983 -0.67294 -0.01 -0.02 0.01 0.09
H 0.46223 -4.57538 -1.08415 0.01 0.04 0.01 0.07
H -0.00288 -6.10365 -0.36557 -0.01 0.01 0.02 0.10
H 2.73705 -5.32096 3.67552 0.00 -0.02 -0.04 0.13
H 2.44235 -3.68183 5.33113 0.01 0.00 0.04 0.13
H 0.71174 -3.58691 5.65991 -0.06 0.02 -0.02 0.14
H 1.69562 -1.47933 5.74902 0.02 -0.02 -0.01 0.11
H -0.96962 -2.35956 4.33337 0.08 0.00 0.03 0.16
H -1.38199 -0.06561 4.92377 -0.02 0.00 -0.02 0.13
H -3.30231 1.24865 5.76852 0.00 0.00 -0.01 0.12
H -5.34743 1.47675 4.39628 0.01 -0.01 0.00 0.12
H -5.50593 0.34751 2.20603 0.01 0.00 0.00 0.11
C 2.55901 -1.47202 -1.12186 0.08 0.00 0.07 -0.08
N 2.01022 -1.74290 0.21781 -0.23 0.10 0.06 -0.07
C 2.84526 -1.21050 1.30879 0.02 -0.17 0.00 -0.08
C 2.19196 0.01139 1.84147 -0.04 -0.08 0.09 -0.29
N 0.90577 0.24599 1.67281 -0.35 0.41 -0.09 0.04
C 0.64090 1.45761 2.36474 -0.06 -0.27 -0.12 -0.19
C -0.52312 2.20744 2.51468 -0.09 0.01 -0.05 -0.02
C -0.43809 3.35803 3.27265 0.07 0.03 0.04 -0.05
C 0.76715 3.77139 3.86497 -0.05 -0.02 -0.03 -0.05
C 1.92905 3.04376 3.70962 -0.06 0.03 -0.02 0.01
C 1.82418 1.88783 2.94786 0.36 -0.07 0.09 -0.17
N 2.78802 0.94336 2.58375 -0.02 0.14 0.07 0.21
C 1.44306 -1.34231 -2.09428 0.06 -0.09 0.02 -0.30
N 0.17932 -1.34934 -1.73807 -0.39 0.31 -0.25 0.05
C -0.54519 -1.14921 -2.93544 -0.08 -0.09 0.31 -0.21
C -1.91361 -1.04692 -3.16741 -0.09 0.00 0.05 -0.02
C -2.32511 -0.84595 -4.46737 0.07 0.01 -0.08 -0.05
C -1.40274 -0.74646 -5.52463 -0.05 -0.01 0.05 -0.05
C -0.04483 -0.84471 -5.30611 -0.03 -0.01 0.01 0.01
C 0.34881 -1.04600 -3.98835 0.32 0.00 -0.14 -0.17
N 1.61353 -1.17549 -3.41240 -0.08 -0.01 -0.09 0.20
H 3.24014 -2.26769 -1.43458 0.05 0.02 0.01 0.15
H 3.13641 -0.54559 -1.10120 -0.05 0.05 0.02 0.14
H 1.96042 -2.74955 0.34193 -0.04 -0.02 -0.09 0.10
H 3.86779 -1.00195 0.98808 0.01 -0.02 -0.02 0.14
H 2.90022 -1.95305 2.10803 -0.01 0.01 0.03 0.14
H -1.45178 1.92514 2.03821 0.03 -0.03 0.01 0.09
H -1.32278 3.96648 3.40464 0.01 0.00 0.00 0.12
H 0.78785 4.68389 4.44514 -0.02 -0.01 -0.01 0.12
H 2.86466 3.36267 4.14913 -0.01 -0.01 -0.01 0.12
H 3.76350 0.95421 2.83638 -0.01 0.01 0.02 0.19
H -2.63331 -1.10331 -2.36182 0.03 0.01 0.00 0.06
H -3.38143 -0.76077 -4.68243 0.01 0.00 -0.01 0.12
H -1.76758 -0.59276 -6.53107 -0.01 0.00 0.01 0.12
H 0.66859 -0.77442 -6.11627 0.00 0.00 0.02 0.12
H 2.49715 -1.15586 -3.89564 -0.01 -0.01 -0.02 0.18
C -0.26696 3.65498 -6.84514 0.08 0.00 0.18 -0.04
C 0.47284 4.96286 -6.71411 -0.29 0.16 -0.11 -0.71
O 1.03264 5.50105 -7.61975 0.11 -0.01 0.02 0.04
S 0.35209 5.90412 -5.15844 0.16 -0.10 -0.12 1.03
C -0.06252 4.65593 -3.97195 -0.05 -0.11 0.11 -0.55
C -1.36718 4.53660 -3.50352 -0.06 -0.03 0.02 -0.07
C -1.69401 3.56634 -2.56941 -0.01 0.07 -0.06 -0.01
C -0.70824 2.70816 -2.08446 -0.08 -0.14 -0.01 -0.24
C 0.60957 2.84369 -2.53473 -0.03 0.00 0.03 -0.03
C 0.92992 3.81356 -3.46556 -0.04 0.04 -0.01 -0.09
C -1.04285 1.67024 -1.15676 0.04 0.23 0.03 -0.09
C -1.31118 0.77666 -0.36893 -0.15 -0.01 -0.02 -0.21
H -0.01023 3.21746 -7.80608 0.00 0.00 -0.01 0.09
H -1.33918 3.85968 -6.80943 0.03 0.01 0.00 0.10
H -0.03561 2.96653 -6.03321 0.02 0.00 -0.01 0.06
H -2.13176 5.20181 -3.88333 0.02 0.00 0.00 0.12
H -2.71257 3.46763 -2.21749 0.02 0.00 -0.01 0.12
H 1.37599 2.19090 -2.13278 0.00 0.01 -0.03 0.11
H 1.94992 3.93685 -3.80635 0.00 -0.02 0.00 0.12
```
Forces are in eV/Å.

The value obtained for the highest occupied orbital energy is -12.7147 eV. The lowest unoccupied orbital energy is -0.2134 Eh. As for the energy above the lowest of the compared OMol25 structures with the same formula, charge and spin: 61.59 kJ/mol. The charge is +2.

ORCA calculation (wB97M-V/def2-TZVPD) on 2 unconnected molecules or ions with the total composition C4H8BrN2.

```
15
Properties=species:S:1:pos:R:3:forces:R:3:lowdin_charge:R:1
C 0.99680 0.48363 -1.79900 0.58 -0.29 2.52 -0.04
C 0.25848 -0.91428 0.03625 -3.20 -0.35 3.41 -0.56
C 1.96027 1.45048 -1.32321 1.73 2.43 -5.33 -0.01
C -2.12792 -0.91743 1.64533 -1.11 -3.59 3.28 -0.31
N 0.58339 -0.38699 -0.98133 0.86 0.39 -0.84 0.07
N -1.50526 0.10718 1.02199 2.70 0.07 -3.46 0.05
Br 0.57383 -2.50390 0.87803 0.34 0.14 -0.33 0.92
H 0.59221 0.32124 -2.71316 -0.80 0.39 -3.22 0.12
H 1.84605 2.48159 -1.83437 -0.57 -1.40 0.97 0.14
H 2.03885 1.54522 -0.31737 0.26 0.07 2.94 0.05
H 2.96123 1.27364 -1.83401 -0.80 -0.43 0.89 0.14
H -1.78148 -1.27089 2.73571 -0.07 0.46 -2.40 0.13
H -2.41930 -1.83402 0.98789 0.70 1.70 0.93 0.12
H -3.09965 -0.52412 1.94234 -0.65 0.33 -0.17 0.10
H -0.87752 0.68865 1.55489 0.03 0.07 0.81 0.07
```
Forces are in eV/Å.

The value obtained for the highest occupied orbital energy (alpha / beta) is -13.3066 / -13.5785 eV. The lowest unoccupied orbital energy (alpha / beta) is -0.2014 / -0.2171 Eh. As for the energy above the lowest of the compared OMol25 structures with the same formula, charge and spin: 617.62 kJ/mol. The charge is +1.

| no. | maximum force (Eh/bohr) | E (eV) |
| --- | --- | --- |
| 1 | 0.1400 | -30213.590 |
| 2 | 0.0691 | -7720.336 |
| 3 | 0.0280 | -78838.563 |
| 4 | 0.1189 | -77288.088 |